[1]
Below is 7 unconnected molecules or ions with the total composition C55H68BrN6O15P at a distorted geometry, with properties calculated with ωB97M-V with the def2-TZVPD basis set.

Cartesian coordinates (Å):
C1 3.499 3.344 1.346
C2 4.925 4.056 1.153
C3 5.738 3.611 -0.156
C4 5.568 2.038 -0.523
O1 4.368 1.950 -1.336
P1 3.694 0.371 -1.358
C5 1.895 0.630 -1.989
C6 1.637 2.137 -2.519
C7 0.050 2.474 -2.664
C8 -0.239 3.973 -3.140
C9 0.515 5.113 -2.300
C10 0.456 4.944 -0.706
C11 -0.594 5.938 0.024
C12 -2.079 5.289 0.041
C13 -2.189 4.081 1.128
C14 -3.448 3.164 0.662
C15 -3.032 2.050 -0.431
C16 -4.347 1.209 -0.850
O2 -4.161 -0.224 -0.749
C17 -3.112 -0.683 -1.639
C18 3.458 -0.347 0.386
C19 4.248 -1.765 0.398
O3 5.153 -2.045 1.208
Br1 3.643 -3.055 -1.016
H1 2.837 4.042 1.983
H2 3.592 2.376 1.963
H3 2.932 3.192 0.364
H4 4.710 5.188 1.045
H5 5.502 3.949 2.135
H6 5.408 4.211 -1.075
H7 6.850 3.856 0.054
H8 5.514 1.491 0.477
H9 6.436 1.667 -1.191
H10 1.195 0.499 -1.075
H11 1.588 -0.175 -2.745
H12 2.172 2.209 -3.540
H13 2.034 2.917 -1.769
H14 -0.391 1.670 -3.353
H15 -0.393 2.274 -1.622
H16 0.039 4.115 -4.241
H17 -1.371 4.174 -3.046
H18 1.630 5.110 -2.604
H19 0.123 6.157 -2.567
H20 1.486 5.205 -0.247
H21 0.211 3.893 -0.337
H22 -0.574 7.006 -0.383
H23 -0.287 6.019 1.134
H24 -2.887 6.069 0.310
H25 -2.303 4.889 -1.013
H26 -2.373 4.553 2.166
H27 -1.262 3.411 1.135
H28 -4.162 3.885 0.104
H29 -4.022 2.722 1.547
H30 -2.596 2.499 -1.384
H31 -2.255 1.349 0.059
H32 -5.208 1.490 -0.132
H33 -4.709 1.465 -1.911
H34 -3.277 -1.766 -1.997
H35 -2.133 -0.697 -1.031
H36 -2.966 0.055 -2.504
H37 3.823 0.342 1.222
H38 2.356 -0.605 0.544
O4 -5.865 4.794 0.398
N1 -6.539 4.416 1.345
O5 -6.136 4.347 2.497
C20 -7.921 4.012 1.079
C21 -8.407 4.040 -0.227
C22 -9.713 3.633 -0.478
C23 -10.523 3.207 0.570
C24 -10.036 3.191 1.874
C25 -8.731 3.594 2.134
H39 -7.785 4.369 -1.052
H40 -10.098 3.644 -1.492
H41 -11.541 2.884 0.369
H42 -10.674 2.860 2.687
H43 -8.362 3.574 3.153
O6 1.908 6.255 2.171
N2 1.354 7.285 2.543
O7 0.219 7.337 2.992
C26 2.104 8.538 2.437
C27 3.388 8.527 1.895
C28 4.087 9.724 1.774
C29 3.507 10.916 2.195
C30 2.228 10.919 2.745
C31 1.520 9.728 2.868
H44 3.852 7.605 1.563
H45 5.085 9.727 1.348
H46 4.054 11.849 2.094
H47 1.782 11.851 3.074
H48 0.524 9.744 3.294
O8 2.443 -11.048 0.856
N3 1.891 -10.020 1.218
O9 0.751 -9.967 1.664
C32 2.640 -8.766 1.108
C33 3.927 -8.779 0.572
C34 4.625 -7.582 0.448
C35 4.041 -6.388 0.861
C36 2.760 -6.384 1.405
C37 2.053 -7.575 1.530
H49 4.394 -9.702 0.246
H50 5.624 -7.579 0.025
H51 4.586 -5.455 0.757
H52 2.310 -5.451 1.728
H53 1.055 -7.557 1.953
O10 -0.354 -6.266 3.347
N4 -1.569 -6.119 3.345
O11 -2.134 -5.036 3.355
C38 -2.401 -7.324 3.333
C39 -1.795 -8.579 3.358
C40 -2.589 -9.720 3.371
C41 -3.976 -9.604 3.355
C42 -4.576 -8.348 3.320
C43 -3.789 -7.201 3.309
H54 -0.716 -8.683 3.371
H55 -2.127 -10.701 3.397
H56 -4.593 -10.497 3.371
H57 -5.657 -8.264 3.304
H58 -4.269 -6.228 3.285
O12 -8.263 1.850 -6.620
N5 -7.707 1.611 -5.558
O13 -7.481 2.445 -4.693
C44 -7.278 0.233 -5.307
C45 -7.484 -0.740 -6.283
C46 -7.053 -2.042 -6.049
C47 -6.428 -2.364 -4.848
C48 -6.235 -1.389 -3.873
C49 -6.659 -0.085 -4.099
H59 -7.969 -0.502 -7.222
H60 -7.203 -2.806 -6.804
H61 -6.088 -3.380 -4.670
H62 -5.749 -1.647 -2.937
H63 -6.500 0.666 -3.333
O14 8.552 -10.354 -0.671
N6 8.359 -9.148 -0.713
O15 7.393 -8.621 -1.248
C50 9.353 -8.275 -0.086
C51 10.486 -8.834 0.502
C52 11.439 -7.999 1.076
C53 11.255 -6.620 1.064
C54 10.116 -6.068 0.484
C55 9.159 -6.895 -0.094
H64 10.641 -9.907 0.518
H65 12.328 -8.424 1.530
H66 12.004 -5.971 1.508
H67 9.976 -4.992 0.481
H68 8.278 -6.453 -0.545

For the highest occupied orbital energy, the calculation gives -0.300 Ha. The SMILES is CCCCOP(CCCCCCCCCCCCOC)CC(=O)Br.O=[N+]([O-])c1ccccc1.O=[N+]([O-])c1ccccc1.O=[N+]([O-])c1ccccc1.O=[N+]([O-])c1ccccc1.O=[N+]([O-])c1ccccc1.O=[N+]([O-])c1ccccc1. The HOMO-LUMO gap is 7.45 eV.

[2]
Below is a molecular structure, C15H30FNOP2W at a distorted geometry, with properties calculated with ωB97M-V with the def2-TZVPD basis set.

Cartesian coordinates (Å):
W1 0.471 0.576 0.569
P1 0.547 0.996 -1.680
P2 -1.199 -0.693 1.694
N1 2.228 0.783 0.910
H1 -0.968 0.417 -0.385
C1 -0.102 2.652 -2.134
H2 0.057 2.796 -3.222
H3 0.456 3.441 -1.598
H4 -1.178 2.737 -1.903
C2 -0.085 -0.065 -3.002
H5 -0.051 0.508 -3.945
H6 -1.120 -0.431 -2.833
H7 0.582 -0.935 -3.099
C3 2.291 1.214 -2.214
H8 2.299 1.632 -3.234
H9 2.811 0.248 -2.219
H10 2.828 1.907 -1.555
C4 -1.492 -0.518 3.508
H11 -1.080 -1.315 4.135
H12 -2.579 -0.467 3.645
H13 -1.061 0.433 3.843
C5 -1.916 -2.313 1.203
H14 -2.457 -2.760 2.051
H15 -1.154 -3.026 0.880
H16 -2.598 -2.156 0.361
C6 0.692 -1.461 1.768
H17 0.617 -2.149 2.627
H18 1.444 -0.713 2.103
H19 1.026 -2.020 0.890
C7 3.555 0.862 1.198
C8 5.352 2.177 2.148
C9 4.013 2.059 1.803
C10 4.452 -0.209 0.958
C11 5.790 -0.065 1.312
C12 6.241 1.126 1.902
H20 5.702 3.108 2.564
H21 3.272 2.838 1.991
H22 4.051 -1.134 0.508
H23 6.488 -0.861 1.088
H24 7.293 1.241 2.130
C13 -3.769 -0.854 -1.923
O1 -2.800 -1.357 -2.505
C14 -3.774 0.579 -1.470
H25 -4.681 1.109 -1.783
H26 -2.888 1.030 -1.927
H27 -3.701 0.644 -0.372
C15 -4.980 -1.699 -1.614
H28 -5.475 -1.410 -0.685
H29 -4.660 -2.749 -1.568
H30 -5.687 -1.603 -2.449
F1 -2.710 0.177 1.391

For the highest occupied orbital energy (spin up / spin down), the calculation gives -0.239 / -0.257 Ha. The HOMO-LUMO gap (spin up / spin down) is 6.27 / 6.70 eV. Its multiplicity is 3.

[3]
Below is a molecular structure, C3H12BF4LiO3 at a distorted geometry, with properties calculated with ωB97M-V with the def2-TZVPD basis set.

Cartesian coordinates (Å):
Li1 -0.147 0.161 -0.241
B1 1.655 1.791 -2.536
F1 3.018 1.699 -2.187
F2 1.466 0.871 -3.614
F3 1.011 1.240 -1.492
F4 1.271 3.139 -2.757
C1 -3.056 -0.845 -0.359
O1 -1.985 -0.330 -1.084
H1 -2.762 -1.556 0.395
H2 -3.924 -1.281 -0.964
H3 -3.366 0.131 0.326
H4 -1.968 -0.502 -1.959
C2 2.344 -1.233 0.065
O2 0.924 -1.621 0.165
H5 2.588 -0.050 -0.161
H6 2.932 -1.743 -0.763
H7 2.855 -1.359 1.070
H8 0.909 -2.480 0.670
C3 -0.735 0.402 2.832
O3 -0.237 0.976 1.649
H9 -0.398 -0.617 2.876
H10 -1.847 0.452 2.970
H11 -0.466 0.873 3.545
H12 -0.071 1.883 1.543

For the highest occupied orbital energy, the calculation gives -0.396 Ha. The HOMO-LUMO gap is 10.48 eV. The calculation puts the relative energy (zero: lowest compared OMol25 entry of this formula, charge and spin) at 1.278 eV.